Entry 1:
C7H19N8O13Pb | wB97M-V/def2-TZVPD

Electronic energy   -51350.9764 eV
Net charge   -1
ΔE to the lowest compared entry with this formula, charge and spin   1176.0 kJ/mol
2S+1   1
Orbital gap   0.1094 Ha
HOMO   -4.475 eV
Max |F|   7.8 eV Å⁻¹
LUMO energy   -1.5 eV

Cartesian coordinates (Å):
Pb  -0.139191  -0.770086  0.132126
O  -5.067801  2.360914  2.516676
C  -4.183301  1.620914  3.197856
O  -3.057171  1.414354  2.739346
O  -4.503281  1.303804  4.322536
H  -4.453211  2.895184  2.008316
O  4.913619  -2.074596  -2.499784
C  3.849909  -1.547366  -1.971574
O  2.884449  -1.208116  -2.666954
O  3.857579  -1.526316  -0.743744
H  5.440319  -2.141256  -1.699934
O  3.920009  -1.048646  3.789546
C  2.743719  -1.045336  4.391116
O  1.690849  -1.289316  3.769716
O  2.688829  -0.878346  5.641196
H  3.723799  -1.477376  2.953316
C  1.496889  -6.018656  0.340416
O  0.788949  -5.106696  0.075056
N  2.654599  -5.699586  0.691946
N  1.122429  -7.275736  0.421896
H  3.256269  -6.503796  0.798446
H  3.004759  -4.768426  0.517526
H  1.782519  -7.911186  0.846836
H  0.269759  -7.678206  0.059836
C  -0.601091  3.588364  -3.091804
O  -1.062631  2.576204  -2.654724
N  0.579939  3.533524  -3.738324
N  -1.156761  4.765584  -2.972704
H  1.184409  2.742154  -3.569644
H  1.103779  4.323414  -4.087274
H  -2.052611  4.712044  -2.509364
H  -0.715571  5.613244  -3.299684
C  2.345959  4.221924  1.487386
O  1.943969  3.147334  1.215286
N  1.674379  5.337164  1.320116
N  3.428079  4.539124  2.094246
H  2.218649  6.171374  1.487396
H  0.954879  5.326704  0.611376
H  3.673509  5.514704  2.184226
H  3.924529  3.701844  2.363696
C  -5.231761  -1.871716  -1.818294
O  -4.185491  -2.177356  -1.261784
N  -6.034781  -0.979366  -1.300914
N  -5.735931  -2.257896  -2.987754
H  -5.864161  -0.327376  -0.548644
H  -6.904411  -0.873186  -1.803464
H  -6.676671  -1.928996  -3.151844
H  -5.495521  -3.024956  -3.599244

Cartesian forces, eV/Å:
Pb 0.97 0.03 0.64
O -1.01 1.40 -1.66
C 1.09 -0.82 2.62
O 1.95 -0.11 -2.56
O -1.60 -0.93 1.94
H -0.24 0.23 -0.77
O 2.75 -0.85 -2.09
C -3.69 0.61 0.58
O -0.68 0.41 -1.39
O 0.03 0.31 3.32
H 0.67 -0.40 0.04
O 1.18 -0.13 -0.85
C -1.69 0.09 4.39
O -1.03 -0.22 -2.25
O 0.90 0.20 -1.42
H 0.29 0.12 -0.64
C -3.61 0.92 -0.50
O -4.50 3.02 -2.08
N 7.43 -0.86 2.07
N -0.10 -3.83 0.34
H 0.96 0.83 0.14
H -0.06 -0.28 0.09
H -0.41 -0.17 -0.23
H 0.21 0.70 0.14
C 2.18 -1.10 -0.59
O -1.57 -2.07 1.27
N 2.28 0.23 -1.16
N -1.54 2.30 0.28
H -0.50 -0.15 0.02
H -0.46 0.12 0.22
H 0.14 0.68 -0.15
H -0.47 -0.21 0.24
C -1.70 0.98 -0.21
O -0.91 -3.72 -1.11
N -3.02 3.27 -1.60
N 4.79 -1.02 2.18
H -0.97 0.19 -0.51
H 0.05 0.33 0.23
H 0.73 -0.96 0.49
H 0.92 0.77 0.46
C 2.77 -0.33 1.56
O 0.44 -0.66 -0.78
N -3.21 2.62 1.20
N -1.31 -1.40 -2.95
H 0.44 -0.57 -0.03
H 0.11 0.63 0.70
H 0.36 -0.27 -0.37
H 0.62 0.06 0.77

---

Entry 2:
C7H19NO3PS | wB97M-V/def2-TZVPD

Electronic energy   -35316.6389 eV
Net charge   +1
ΔE to the lowest compared entry with this formula, charge and spin   0.0 kJ/mol
Structure (SMILES)   CCS[C@@H]([NH+](C)C)P(=O)(OC)OC
2S+1   1
Orbital gap   0.3626 Ha
HOMO   -12.706 eV
Max |F|   4.1 eV Å⁻¹
LUMO energy   -2.8 eV

Cartesian coordinates (Å):
C  3.353598  1.955789  -0.104806
C  2.340885  0.838225  0.159608
S  1.831396  0.021274  -1.410634
C  0.219440  -0.618535  -1.038954
N  0.275037  -1.977351  -0.419199
C  0.958818  -2.050265  0.797400
C  -1.129239  -2.549226  -0.236009
P  -1.022036  0.834518  -0.212270
O  -0.738558  2.150464  -0.727868
O  -0.956159  0.505984  1.355347
C  -0.926733  1.624722  2.225115
O  -2.460247  0.384514  -0.581111
C  -3.161669  0.778920  -1.846972
H  4.147650  1.543145  -0.719393
H  2.871763  2.789389  -0.417035
H  3.573063  1.919064  0.941085
H  1.333020  1.128540  0.457047
H  2.861712  0.147619  0.766273
H  -0.134167  -0.648110  -2.058055
H  0.771847  -2.586809  -1.102766
H  0.417417  -1.598361  1.570595
H  0.961979  -3.018094  1.293054
H  1.884848  -1.618668  0.777311
H  -1.091826  -3.614393  -0.342498
H  -1.715055  -2.363239  0.754591
H  -1.729848  -2.157863  -0.950638
H  -0.630541  2.509725  1.678651
H  -0.249078  1.388445  3.036250
H  -1.928406  1.852845  2.529326
H  -4.146468  0.622472  -1.593281
H  -2.946455  0.031454  -2.573998
H  -2.835998  1.773816  -2.006167

Cartesian forces, eV/Å:
C -0.40 -3.74 1.52
C -1.03 -0.16 -2.63
S 0.69 -0.04 0.03
C -0.45 2.76 0.64
N -2.58 -1.06 -1.67
C -0.18 -1.36 3.14
C 0.22 -0.84 2.87
P 0.33 -2.82 -0.09
O 1.16 1.10 -0.11
O 0.32 -0.53 -1.79
C 0.00 0.90 0.25
O -0.93 -1.06 -0.47
C 2.16 -0.86 1.80
H 0.21 0.48 0.02
H -0.91 2.73 -1.11
H 1.58 1.65 0.58
H 0.75 0.49 1.03
H -0.12 -0.97 0.89
H -0.81 -0.77 -0.19
H -0.43 0.49 0.33
H -1.06 1.67 0.72
H 0.45 -0.77 -1.08
H 2.41 0.71 -0.34
H 0.26 -0.58 -0.12
H 1.93 0.24 -1.40
H -1.69 1.14 -2.43
H 0.58 0.22 0.00
H -0.11 0.14 0.17
H -0.53 -0.21 0.68
H -2.31 0.36 0.49
H 0.65 -0.15 -0.90
H -0.13 0.85 -0.83

---

Entry 3:
C7H19NSi | wB97M-V/def2-TZVPD

Electronic energy   -16935.1710 eV
Net charge   0
ΔE to the lowest compared entry with this formula, charge and spin   112.7 kJ/mol
Structure (SMILES)   CCN(CC)[Si](C)(C)C
2S+1   1
Orbital gap   0.3463 Ha
HOMO   -8.458 eV
Max |F|   2.8 eV Å⁻¹
LUMO energy   1.0 eV

Cartesian coordinates (Å):
C  -0.461841  -2.814153  1.042353
C  0.135051  -1.811804  0.070806
N  -0.341399  -0.439288  0.294923
C  0.038458  0.203595  1.593850
C  -1.103638  0.663797  2.511136
Si  0.227913  0.777339  -1.017919
C  2.057213  0.906022  -1.197198
C  -0.596255  2.400579  -0.808708
C  -0.172571  -0.012255  -2.645744
H  -1.526361  -2.655260  1.282375
H  -0.298724  -3.919257  0.894631
H  -0.048095  -2.794484  2.068634
H  -0.059458  -2.093564  -0.937534
H  1.255642  -1.857289  0.118047
H  0.663789  1.085070  1.334810
H  0.746092  -0.456997  2.155042
H  -1.554603  -0.160991  2.923695
H  -0.808726  1.405740  3.205671
H  -1.874846  1.092182  1.892667
H  2.374593  -0.115859  -1.417528
H  2.508093  1.180023  -0.231527
H  2.371097  1.549126  -2.003624
H  -1.694587  2.283066  -0.615802
H  -0.261918  2.761109  0.132437
H  -0.549058  3.078938  -1.630843
H  0.402995  -0.843701  -3.091515
H  -0.178732  0.848599  -3.332121
H  -1.250124  -0.260284  -2.591014

Cartesian forces, eV/Å:
C -0.27 -1.41 1.91
C 1.08 0.29 1.03
N 0.73 1.99 -0.82
C 1.16 -0.30 -0.05
C 0.67 0.51 -2.62
Si -0.62 -2.73 0.01
C 0.36 -0.40 1.55
C -2.23 -0.99 0.58
C -1.51 0.35 -0.58
H 0.17 0.01 -0.78
H -0.22 1.10 -0.89
H 0.34 0.77 -0.34
H -0.59 -0.13 -0.83
H -0.52 -0.09 0.28
H -0.20 -0.15 0.46
H -0.52 0.34 -0.32
H -0.95 -1.93 1.50
H 0.46 0.49 0.93
H -0.31 0.42 -0.38
H 0.18 0.05 -0.06
H 0.31 0.18 -0.44
H 0.10 0.34 -0.14
H 0.71 -0.25 -0.29
H 0.63 1.07 0.65
H 0.60 0.61 -0.39
H -0.21 0.49 0.49
H 0.28 -0.27 -0.22
H 0.37 -0.36 -0.21

---

Entry 4:
C7H20BIN5O8P2 | wB97M-V/def2-TZVPD

Electronic energy   -58772.4358 eV
Net charge   -1
2S+1   1
Orbital gap   0.2440 Ha
HOMO   -4.355 eV
Max |F|   6.0 eV Å⁻¹
LUMO energy   2.3 eV

Cartesian coordinates (Å):
N  0.191235  -2.874685  3.294165
C  -0.269835  -1.622561  2.588674
C  0.094622  -1.656222  1.002322
C  -0.185587  -2.987277  0.158355
C  -1.610412  -3.666102  0.227333
O  -2.035642  -4.183151  -0.846752
I  -2.947871  -3.911465  1.918742
O  1.566086  -1.780638  1.147220
B  2.253415  -1.039552  0.039789
O  1.170195  -0.443872  -0.806929
C  0.157676  -0.216382  0.221886
P  -1.360684  0.792770  -0.183718
P  -3.261711  -0.175830  0.222522
O  -3.539134  -0.519830  1.691811
O  -3.608910  -1.465862  -0.859860
O  -4.459668  1.015082  -0.182810
H  -0.309653  -2.905581  4.198394
H  -0.063537  -3.718552  2.768647
H  0.350967  -0.771846  3.027443
H  -1.374472  -1.445617  2.789381
H  0.031319  -2.734057  -0.941261
H  0.613328  -3.760376  0.465400
H  3.161721  -1.574715  -0.511724
H  2.777619  -0.146268  0.673769
H  0.710317  0.419813  1.016655
H  -1.342264  1.877155  0.782077
H  -4.480631  -1.843906  -0.611941
H  -4.277196  1.767973  0.431762
C  1.275322  3.797538  1.229528
O  0.602583  2.857248  0.838404
N  0.814818  5.075154  1.239282
N  2.540982  3.644628  1.687394
H  1.352469  5.860565  1.556606
H  -0.122331  5.227453  0.905510
H  2.916753  2.708065  1.694033
H  3.112787  4.401634  2.013511
C  1.406605  0.917885  -4.806123
O  1.900881  1.315948  -5.855537
N  0.106049  1.131072  -4.482554
N  2.111538  0.231965  -3.877938
H  -0.316946  0.813338  -3.627693
H  -0.454440  1.638128  -5.146248
H  3.080817  0.052457  -4.078130
H  1.720808  -0.101520  -3.011405

Cartesian forces, eV/Å:
N -0.52 0.58 -0.08
C -0.55 0.20 -0.63
C 3.47 -0.37 1.52
C -0.46 0.64 0.48
C -0.45 -1.79 -5.71
O 1.40 1.91 4.59
I 0.45 0.05 -0.19
O -1.41 -0.59 -1.00
B 0.06 0.87 1.31
O -2.31 0.13 0.67
C 1.44 -1.23 1.77
P 0.92 0.64 -1.87
P -3.28 -1.07 2.67
O 0.69 0.39 -3.02
O 0.39 2.61 1.60
O 2.26 -0.88 0.41
H 0.31 -0.17 -0.84
H 0.01 0.56 0.36
H -0.90 -0.98 -0.79
H 1.20 0.01 -0.43
H -0.58 -0.49 1.58
H -1.39 1.20 -0.18
H -0.03 -0.78 -0.83
H 0.51 1.06 0.10
H -1.15 -0.70 -1.06
H -0.47 -1.27 -0.22
H 0.68 0.27 0.04
H -0.32 -0.88 -0.57
C 0.09 -0.46 -0.08
O -0.01 0.37 0.09
N -0.57 0.65 -0.09
N 0.53 -0.37 0.20
H -0.01 -0.10 -0.03
H 0.19 -0.02 0.04
H -0.07 0.06 -0.08
H -0.09 -0.04 -0.05
C 0.40 -0.10 -0.02
O -0.08 0.09 -0.11
N -0.78 0.26 -0.14
N 0.40 -0.27 0.09
H 0.12 0.02 0.05
H 0.12 -0.10 0.13
H -0.19 0.04 0.05
H -0.02 0.05 0.27

---

Entry 5:
C7H20ClCrNdSi | wB97M-V/def2-TZVPD

Electronic energy   -71676.3615 eV
Net charge   -2
⟨S²⟩   15.804
ΔE to the lowest compared entry with this formula, charge and spin   0.0 kJ/mol
2S+1   8
Orbital gap (alpha / beta)   0.1347 / 0.1641 Ha
HOMO (alpha / beta)   1.255 / 0.390 eV
Max |F|   3.0 eV Å⁻¹
LUMO energy (alpha / beta)   4.9 / 4.9 eV

Cartesian coordinates (Å):
Nd  0.366536  0.546073  -0.218704
Cl  0.781259  -1.429240  1.438827
C  1.712289  1.784875  1.205649
H  1.393855  2.791249  1.601192
H  2.642041  1.953158  0.562312
H  2.043345  1.157480  2.049214
Cr  1.915176  -1.410977  -2.352905
C  0.355496  -2.683916  -3.116425
C  3.973352  -2.018039  -2.655180
C  1.560212  0.480395  -2.943834
H  4.578449  -1.206644  -3.108784
H  4.467037  -2.296665  -1.707134
H  4.053708  -2.876117  -3.329575
H  -0.400927  -2.138064  -3.717829
H  0.681138  -3.507261  -3.794871
H  -0.221054  -3.169145  -2.301789
H  2.125640  1.446942  -2.747144
H  0.537647  0.835425  -3.304299
C  -1.918006  2.504166  2.680269
Si  -1.927548  0.804785  1.811677
C  -2.035408  -0.522822  3.097268
C  -3.436904  0.727909  0.705647
H  -0.985184  2.633660  3.278611
H  -2.807551  2.521910  3.360707
H  -1.987593  3.355936  1.954531
H  -2.925134  -0.376065  3.693075
H  -2.071626  -1.509454  2.639130
H  -1.165258  -0.519507  3.749896
H  -4.325800  0.853560  1.359883
H  -3.461299  1.520782  -0.078519
H  -3.517888  -0.254386  0.189102

Cartesian forces, eV/Å:
Nd 0.24 -0.86 -0.64
Cl 0.19 -0.57 -0.08
C 1.51 1.49 0.19
H 0.27 -0.75 -0.30
H -0.75 -0.03 0.61
H -0.18 0.21 -0.14
Cr 0.39 -0.25 -1.13
C -0.96 -0.11 -0.09
C 0.70 0.43 0.49
C -1.36 1.43 1.26
H -0.20 -0.20 0.17
H 0.14 -0.05 -0.15
H -0.12 -0.19 -0.10
H 0.17 -0.01 0.20
H 0.20 0.32 0.38
H 0.08 -0.02 -0.18
H -0.04 -0.88 -0.27
H 0.57 -0.38 -0.04
C -0.58 0.32 0.49
Si 2.14 0.73 -1.98
C -0.25 -0.25 0.37
C -1.48 0.02 0.00
H -0.68 -0.09 -0.38
H 0.50 0.43 -0.15
H 0.02 -0.72 0.57
H -0.54 -0.10 0.54
H -0.02 -0.04 -0.10
H 0.11 0.09 0.03
H -0.24 -0.07 -0.50
H 0.09 -0.46 0.59
H 0.05 0.54 0.34

---

Entry 6:
C7H20N2 | wB97M-V/def2-TZVPD

Electronic energy   -10561.7301 eV
Net charge   0
ΔE to the lowest compared entry with this formula, charge and spin   129.3 kJ/mol
Structure (SMILES)   CC(C)(N)CN.CCC
2S+1   1
Orbital gap   0.3302 Ha
HOMO   -8.022 eV
Max |F|   3.9 eV Å⁻¹
LUMO energy   1.0 eV

Cartesian coordinates (Å):
C  3.044513  -0.685164  -1.143335
C  1.581545  -0.751319  -0.675911
C  0.666757  -0.531969  -1.882968
N  1.243130  -2.050868  -0.083834
C  1.362061  0.342799  0.407438
N  0.314112  0.059604  1.369485
H  3.727673  -0.867782  -0.312862
H  3.229629  -1.428801  -1.919194
H  3.268258  0.293732  -1.565243
H  0.838861  -1.301177  -2.636158
H  0.853814  0.436820  -2.341824
H  -0.378304  -0.580468  -1.594328
H  1.232385  -2.774447  -0.794002
H  1.940151  -2.310295  0.608139
H  1.140801  1.296557  -0.076205
H  2.292043  0.473457  0.971009
H  0.474849  -0.825039  1.840897
H  -0.467232  0.723673  1.330510
C  -1.969853  2.233892  1.150580
C  -2.958794  0.838614  0.902470
C  -2.383909  -0.373790  0.269734
H  -2.546805  2.847108  1.847692
H  -1.977421  2.730796  0.180738
H  -0.972293  2.332018  1.578731
H  -3.305113  0.648250  1.916892
H  -3.758437  1.278930  0.306547
H  -2.405816  -0.317952  -0.816146
H  -1.183404  -0.459319  0.583464
H  -2.903202  -1.277862  0.577683

Cartesian forces, eV/Å:
C -0.28 -0.02 0.00
C 0.07 0.11 -0.15
C 0.01 -0.08 0.23
N 0.13 0.00 0.03
C -0.06 -0.19 0.47
N 1.38 1.11 -0.62
H 0.03 -0.01 0.03
H 0.02 -0.06 -0.01
H 0.08 0.13 0.00
H 0.05 -0.06 -0.08
H 0.07 0.08 -0.03
H -0.08 0.01 0.09
H 0.07 0.02 0.05
H 0.03 -0.10 -0.10
H 0.10 0.00 -0.04
H 0.28 0.05 -0.26
H -1.21 0.68 0.05
H 0.86 -1.33 1.04
C -2.11 -0.87 -0.78
C 1.50 2.81 1.39
C 3.27 -0.66 0.20
H -0.25 0.02 -0.25
H 0.22 0.21 0.07
H 0.16 -0.91 -0.13
H -0.29 -0.22 -0.11
H -0.15 -0.06 0.24
H -0.10 0.00 -0.14
H -3.72 -0.56 -1.19
H -0.05 -0.09 0.01

---

Copy entry 6 word for word.
C7H20N2 | wB97M-V/def2-TZVPD

Electronic energy   -10561.7301 eV
Net charge   0
ΔE to the lowest compared entry with this formula, charge and spin   129.3 kJ/mol
Structure (SMILES)   CC(C)(N)CN.CCC
2S+1   1
Orbital gap   0.3302 Ha
HOMO   -8.022 eV
Max |F|   3.9 eV Å⁻¹
LUMO energy   1.0 eV

Cartesian coordinates (Å):
C  3.044513  -0.685164  -1.143335
C  1.581545  -0.751319  -0.675911
C  0.666757  -0.531969  -1.882968
N  1.243130  -2.050868  -0.083834
C  1.362061  0.342799  0.407438
N  0.314112  0.059604  1.369485
H  3.727673  -0.867782  -0.312862
H  3.229629  -1.428801  -1.919194
H  3.268258  0.293732  -1.565243
H  0.838861  -1.301177  -2.636158
H  0.853814  0.436820  -2.341824
H  -0.378304  -0.580468  -1.594328
H  1.232385  -2.774447  -0.794002
H  1.940151  -2.310295  0.608139
H  1.140801  1.296557  -0.076205
H  2.292043  0.473457  0.971009
H  0.474849  -0.825039  1.840897
H  -0.467232  0.723673  1.330510
C  -1.969853  2.233892  1.150580
C  -2.958794  0.838614  0.902470
C  -2.383909  -0.373790  0.269734
H  -2.546805  2.847108  1.847692
H  -1.977421  2.730796  0.180738
H  -0.972293  2.332018  1.578731
H  -3.305113  0.648250  1.916892
H  -3.758437  1.278930  0.306547
H  -2.405816  -0.317952  -0.816146
H  -1.183404  -0.459319  0.583464
H  -2.903202  -1.277862  0.577683

Cartesian forces, eV/Å:
C -0.28 -0.02 0.00
C 0.07 0.11 -0.15
C 0.01 -0.08 0.23
N 0.13 0.00 0.03
C -0.06 -0.19 0.47
N 1.38 1.11 -0.62
H 0.03 -0.01 0.03
H 0.02 -0.06 -0.01
H 0.08 0.13 0.00
H 0.05 -0.06 -0.08
H 0.07 0.08 -0.03
H -0.08 0.01 0.09
H 0.07 0.02 0.05
H 0.03 -0.10 -0.10
H 0.10 0.00 -0.04
H 0.28 0.05 -0.26
H -1.21 0.68 0.05
H 0.86 -1.33 1.04
C -2.11 -0.87 -0.78
C 1.50 2.81 1.39
C 3.27 -0.66 0.20
H -0.25 0.02 -0.25
H 0.22 0.21 0.07
H 0.16 -0.91 -0.13
H -0.29 -0.22 -0.11
H -0.15 -0.06 0.24
H -0.10 0.00 -0.14
H -3.72 -0.56 -1.19
H -0.05 -0.09 0.01